<one>
Here is a cluster of 2 separate species, C7H14N4O in total from the Open Molecules 2025 dataset. Energies are from ωB97M-V with the def2-TZVPD basis set.

```
26
Properties=species:S:1:pos:R:3
C 2.01602 0.07105 2.80813
C 0.05568 1.37066 2.67374
C -1.07863 1.67828 1.70406
C -1.01576 -2.60659 -3.06328
C 0.35069 -1.96755 -2.79258
C 0.60596 -1.86950 -1.31523
C 0.38719 -0.50011 -3.09160
H 2.64315 0.91708 3.19155
H 2.61929 -0.55565 2.15507
H 1.67050 -0.53444 3.66429
H 0.56033 2.30246 2.92758
H -0.34964 0.88835 3.56920
H -1.84670 2.98647 3.09061
H -2.73080 2.90110 1.60949
H -0.38279 0.64795 0.20674
H -1.79141 -2.02262 -2.57755
H -1.05180 -3.63736 -2.67121
H -1.24448 -2.62876 -4.12633
H 1.14048 -2.54022 -3.30793
H 0.72947 -2.69772 -0.60170
H 0.35983 -0.02344 -4.06426
N -2.04016 2.49592 2.24674
N -1.19212 1.22232 0.52192
N 0.56052 -0.65603 -0.88159
N 0.42626 0.20762 -2.01271
O 0.93327 0.50632 2.03432
```

Values from the calculation:
- charge = 0
- frontier orbital gap (eV) = 8.961
- highest occupied orbital energy (eV) = -8.41
- SMILES = [H]/N=C(/N)COC.CC1C=NN=C1
- 2S+1 = 1

Quick look at the Mulliken charges, all values in e:
1. C -0.75
2. C -0.50
3. C 0.48
4. C -1.25
5. C 0.49
6. C -0.59
7. C -0.32
8. H 0.28
9. H 0.22
10. H 0.31
11. H 0.34
12. H 0.33
13. H 0.19
14. H 0.27
15. H 0.49
16. H 0.36
17. H 0.31
18. H 0.33
19. H 0.36
20. H 0.43
21. H 0.43
22. N -0.42
23. N -0.84
24. N -0.31
25. N -0.46
26. O -0.18

---

<two>
Here is a cluster of 2 separate species, C7H14N4O in total from the Open Molecules 2025 dataset. Energies are from ωB97M-V with the def2-TZVPD basis set.

```
26
Properties=species:S:1:pos:R:3
C -3.23594 1.56418 0.11194
C -2.06892 0.77463 0.21085
C -2.52523 -0.66852 0.91510
C -5.27341 0.24960 -0.18378
C 3.71353 -0.35455 -1.35161
C 3.97038 -0.03801 0.11941
C 2.52556 0.28616 0.63608
N -4.38287 1.03587 -0.15552
N -0.90740 1.21717 0.01826
N -3.50077 -1.30510 0.12186
N 1.40541 -0.50424 0.13671
O -3.10944 -2.00819 -0.84060
H -3.16700 2.54410 0.45742
H -1.50364 -1.12223 1.08672
H -2.92963 -0.41459 1.81571
H -6.15987 -0.04832 -0.66008
H 3.45204 0.51271 -1.78647
H 4.65026 -0.68293 -1.79468
H 2.98862 -1.06619 -1.51972
H 4.61749 0.72133 0.24656
H 4.29512 -0.87627 0.56379
H 2.35350 0.43415 1.65507
H 2.20773 1.21271 0.31400
H -0.18072 0.52978 0.22379
H 1.62307 -1.42247 0.48480
H 1.14214 -0.57080 -0.82561
```

Values from the calculation:
- charge = 0
- frontier orbital gap (spin up / spin down) (eV) = 7.224 / 7.226
- highest occupied orbital energy (spin up / spin down) (eV) = -7.50 / -7.50
- 2S+1 = 1

Quick look at the Mulliken charges, all values in e:
1. C -0.46
2. C 0.39
3. C -0.30
4. C -0.11
5. C -1.25
6. C -0.53
7. C -1.04
8. N -0.06
9. N -0.74
10. N 0.03
11. N -0.63
12. O -0.41
13. H 0.37
14. H 0.32
15. H 0.29
16. H 0.34
17. H 0.38
18. H 0.34
19. H 0.39
20. H 0.39
21. H 0.37
22. H 0.57
23. H 0.43
24. H 0.42
25. H 0.21
26. H 0.28

---

Order from most stable to least stable according to the calculation: <one>, <two>